(1)
Here is 2 unconnected molecules or ions with the total composition C10H16Br2N3 at a distorted geometry from OMol25. Energies are from ωB97M-V/def2-TZVPD.

Geometry as XYZ:
```
31
C10H16Br2N3 ωB97M-V/def2-TZVPD
C 2.86950 -0.75976 2.77310
N 2.55529 0.70069 3.00567
C 1.69231 1.25951 1.94783
N 0.29462 1.64030 2.46792
C -0.64160 0.58677 1.92841
Br -1.41080 1.03283 0.14594
C -0.93521 -0.59567 2.61655
C -1.89113 -1.72267 2.01324
Br -0.19079 -0.98232 4.41677
H 2.10736 -1.26440 2.08257
H 2.75194 -1.29146 3.77775
H 3.93316 -0.91979 2.40386
H 3.47007 1.16510 2.87864
H 2.18915 2.18398 1.49063
H 1.53657 0.54502 1.06540
H 0.31777 1.65546 3.50142
H 0.05628 2.58278 2.11830
H -2.94317 -1.60352 2.40880
H -1.44033 -2.74010 2.28351
H -1.84762 -1.67028 0.87166
N -1.08780 -1.53563 -3.79420
C -0.64761 -1.10676 -4.98603
C -0.66411 0.22142 -5.38243
C -1.16795 1.16327 -4.49881
C -1.63144 0.74544 -3.25986
C -1.56812 -0.60543 -2.95822
H -0.26618 -1.88077 -5.64326
H -0.29292 0.51090 -6.35707
H -1.19921 2.21194 -4.77222
H -2.03271 1.45403 -2.54507
H -1.91533 -0.98092 -2.00080
```

As for the net charge: +1. The calculation puts the calculated total energy at -5702.6041 a.u. For the LUMO energy, the calculation gives -3.70 eV. The orbital gap comes out at 8.28 eV. As for the HOMO energy: -12.0 eV.


(2)
Here is a molecular structure, C10H16BrCl3OPd at a distorted geometry from OMol25. Energies are from ωB97M-V/def2-TZVPD.

Geometry as XYZ:
```
32
C10H16BrCl3OPd ωB97M-V/def2-TZVPD
C -0.69096 0.90624 -0.65425
C -0.86162 -0.48720 -0.98157
C 0.40231 -1.14195 -0.92909
C -2.13918 -1.06694 -1.48565
C 1.39874 -0.14505 -0.66168
C 0.73422 1.11824 -0.50818
C 1.28626 2.41868 -0.09339
C -1.80092 1.91952 -0.57666
C 0.63368 -2.58252 -1.10420
C 2.84292 -0.35074 -0.40507
Pd -0.88800 -1.12239 2.60216
Cl -2.16524 -2.67494 1.66430
Cl -2.71585 0.16644 2.01974
Cl 0.91897 -2.50129 3.06466
H -2.81262 -0.27401 -1.79182
H -2.69169 -1.57672 -0.69350
H -2.00151 -1.75270 -2.33606
H 0.03550 -3.18297 -0.35339
H 1.72521 -2.72644 -0.88489
H 0.40992 -2.91183 -2.13966
H 2.95327 -1.19796 0.28903
H 3.21737 0.59451 0.03814
H 3.32622 -0.55361 -1.39523
H 2.32770 2.23916 0.19127
H 0.67405 2.74514 0.80721
H 1.25847 3.14395 -0.94176
H -2.78069 1.49731 -0.22066
H -1.99649 2.38630 -1.55558
H -1.59068 2.72886 0.12167
O -0.08035 1.74900 2.47068
H -0.33545 2.16603 3.40689
Br 1.40645 0.46992 3.03655
```

As for the net charge: -2. The calculation puts the calculated total energy at -4548.2063 a.u. The expectation value of S² is 6.014. As for the multiplicity: 5. For the LUMO energy (spin up / spin down), the calculation gives 5.20 / 3.52 eV. The orbital gap (spin up / spin down) comes out at 2.21 / 5.25 eV. As for the HOMO energy (spin up / spin down): 3.0 / -1.7 eV.


(3)
Here is 2 unconnected molecules or ions with the total composition C10H16BrN3O8PS at a distorted geometry from OMol25. Energies are from ωB97M-V/def2-TZVPD.

Geometry as XYZ:
```
40
C10H16BrN3O8PS ωB97M-V/def2-TZVPD
C 4.92198 0.65929 0.70555
N 4.41421 0.85927 -0.69734
C 4.00788 2.27022 -0.86264
C 3.33949 -0.04692 -0.83902
O 3.43937 -1.18479 -0.43333
C 1.99636 0.31946 -1.55696
N 0.99002 0.83171 -0.57111
N 1.45513 0.94350 0.66389
C 0.51521 1.36275 1.47820
C -0.82487 1.72285 1.18918
C -1.25646 1.59018 -0.13785
P -2.98390 2.01386 -0.60532
O -3.44760 3.01271 0.36954
O -3.92695 0.73528 -0.49430
O -3.11652 2.69546 -2.08070
C -0.23404 1.08900 -0.99942
Br -0.67239 0.78588 -2.83932
H 5.61499 -0.19230 0.68212
H 4.08368 0.45684 1.39366
H 5.47518 1.56096 1.00875
H 4.92727 2.87466 -0.75471
H 3.33268 2.62914 -0.05881
H 3.63128 2.49542 -1.87241
H 1.65055 -0.61686 -2.01920
H 2.17195 1.11021 -2.30286
H 0.82861 1.44022 2.52829
H -1.47159 2.08727 1.99110
H -4.78971 1.03812 -0.15950
H -2.23281 3.04299 -2.29375
C -2.83864 -4.44305 0.37771
C -3.20933 -4.01386 1.78063
O -2.63749 -2.70453 1.91968
S -2.66182 -1.96354 0.49554
O -3.78620 -1.10635 0.43298
O -1.34476 -1.48521 0.21678
O -2.94941 -3.25078 -0.41395
H -1.80444 -4.78975 0.32885
H -3.49733 -5.21749 -0.00707
H -2.81820 -4.68680 2.53909
H -4.29140 -3.92502 1.89802
```

As for the net charge: +1. The calculation puts the calculated total energy at -4470.1266 a.u. For the LUMO energy, the calculation gives -5.16 eV. The orbital gap comes out at 7.61 eV. As for the HOMO energy: -12.8 eV.


(4)
Here is a molecular structure, C10H16Cl2Mg2O8 at a distorted geometry from OMol25. Energies are from ωB97M-V/def2-TZVPD.

Geometry as XYZ:
```
38
C10H16Cl2Mg2O8 ωB97M-V/def2-TZVPD
Mg -2.16266 0.23590 -0.48646
Mg 0.61299 2.89948 -0.54099
C 2.72366 1.88082 2.36057
C 1.27902 2.28343 2.50046
O 0.73684 2.44331 3.58582
O 0.56061 2.37643 1.41270
H 2.72141 0.84981 1.99149
H 3.36387 1.99338 3.22890
H 3.20217 2.38643 1.51379
C -3.19075 4.20269 -1.23522
C -2.36734 3.30831 -0.32088
O -2.22079 3.64321 0.84493
O -1.72164 2.26755 -0.81099
H -4.25476 4.11306 -1.02672
H -2.99863 3.85373 -2.25410
H -2.88618 5.24322 -1.16348
C -3.92182 -1.08365 2.53060
C -3.07226 0.15927 2.52983
O -2.22020 0.39753 1.56924
O -3.19941 1.01941 3.39799
H -3.72830 -1.74807 1.68724
H -4.98408 -0.86766 2.61515
H -3.61685 -1.63585 3.42259
C 1.53560 -1.05300 -1.90697
C 0.69199 -0.07172 -1.11580
O 1.01795 1.13740 -1.15338
O -0.36717 -0.47428 -0.57659
H 1.26989 -2.07926 -1.66883
H 2.58130 -0.91639 -1.62750
H 1.43142 -0.86355 -2.97384
Cl 3.54420 -5.73753 -0.43524
C 2.66918 -4.40361 -1.30335
C 3.13253 -4.31614 -2.78107
Cl 2.46118 -5.66934 -3.70938
H 2.86763 -3.52676 -0.69491
H 1.60688 -4.63106 -1.28929
H 4.20375 -4.21445 -2.92787
H 2.69877 -3.40203 -3.18845
```

As for the net charge: 0. The calculation puts the calculated total energy at -2313.2942 a.u. For the LUMO energy, the calculation gives -2.35 eV. The orbital gap comes out at 5.68 eV. As for the HOMO energy: -8.0 eV.


(5)
Here is a molecular structure, C10H16ClReSY at a distorted geometry from OMol25. Energies are from ωB97M-V/def2-TZVPD.

Geometry as XYZ:
```
30
C10H16ClReSY ωB97M-V/def2-TZVPD
Y 1.27635 1.99776 -4.01843
Cl 1.91048 0.17898 -3.11949
C 2.33393 3.58889 -3.60364
C -0.30065 1.89616 -5.16956
H 1.95443 4.49074 -4.09796
H 2.34855 3.77715 -2.52210
H 3.38032 3.45228 -3.90701
H -0.57415 2.86624 -5.60062
H -1.16745 1.51780 -4.61194
H -0.13551 1.19333 -5.99686
Re 0.00838 -0.10919 0.09422
C 2.05464 0.30250 0.35691
C -1.22171 0.86894 1.10841
H 2.24214 1.36796 0.14421
H 2.33826 0.13500 1.40884
H 2.71454 -0.30075 -0.28210
H -2.31223 0.75253 1.03663
H -0.93912 1.63648 1.84280
S -0.31678 -2.42091 0.11804
C -0.89287 -2.43596 1.80935
C -2.25140 -2.63787 2.08129
C -2.70198 -2.66822 3.40469
C -1.79606 -2.49599 4.45627
C -0.43910 -2.29320 4.18467
C 0.01354 -2.26340 2.86194
H -2.95597 -2.77573 1.27092
H -3.75194 -2.82795 3.61432
H -2.14560 -2.52224 5.47994
H 0.26153 -2.16146 4.99928
H 1.06542 -2.10987 2.65696
```

As for the net charge: 0. The calculation puts the calculated total energy at -1365.3090 a.u. The expectation value of S² is 3.800. As for the multiplicity: 4. For the LUMO energy (spin up / spin down), the calculation gives -0.38 / -1.20 eV. The orbital gap (spin up / spin down) comes out at 6.44 / 6.86 eV. As for the HOMO energy (spin up / spin down): -6.8 / -8.1 eV.


(6)
Here is 2 unconnected molecules or ions with the total composition C10H16F9N4O2PSSi from OMol25. Energies are from ωB97M-V/def2-TZVPD.

Geometry as XYZ:
```
44
C10H16F9N4O2PSSi ωB97M-V/def2-TZVPD
N -0.41037 -0.63501 0.65593
P -1.33506 0.17091 -0.34194
Si -3.05035 1.24965 0.66718
F -4.29534 1.30250 -0.36508
C -3.57626 0.21700 2.12067
N -3.87514 -1.10438 1.52166
C -2.52333 3.02726 0.99379
C -3.08495 3.70944 2.24388
S -2.55399 3.02305 3.85487
C -0.94637 2.47991 3.49653
N -0.51081 1.26556 3.55561
N 0.85383 1.32069 3.30429
C 1.12057 2.56095 3.10109
O 0.04921 3.36750 3.20726
H -0.71871 -0.56233 1.61858
H -1.87904 -0.58258 -1.40161
H -0.63184 1.17388 -1.04755
H -4.47063 0.64976 2.58502
H -2.80857 0.16778 2.89732
H -3.19808 -1.80185 1.79312
H -4.80048 -1.42843 1.75601
H -2.85208 3.61664 0.12698
H -1.42767 3.08673 0.97894
H -2.86196 4.77923 2.23665
H -4.17268 3.60143 2.29023
H 2.07354 3.00640 2.85590
C 2.04044 -1.75231 -3.57935
C 3.49220 -1.33711 -3.84566
C 4.57233 -2.42430 -3.83043
F 4.68779 -2.97144 -2.60644
F 5.75533 -1.85304 -4.15359
F 3.85358 -0.32500 -3.03643
F 3.50062 -0.87382 -5.13765
O 1.56838 -1.57092 -2.26462
C 1.66430 -2.58720 -1.34310
C 2.41660 -2.12429 -0.09032
F 3.65460 -1.69730 -0.43375
F 2.55069 -3.18939 0.73523
F 2.21783 -3.69444 -1.88163
F 0.42231 -2.91029 -0.94170
H 1.45439 -1.05831 -4.18087
H 1.84503 -2.75774 -3.95210
H 4.34297 -3.20235 -4.56321
H 1.84716 -1.33242 0.40030
```

As for the net charge: 0. The calculation puts the calculated total energy at -2687.9955 a.u. For the LUMO energy, the calculation gives 0.27 eV. The orbital gap comes out at 9.03 eV. As for the HOMO energy: -8.8 eV.


(7)
Here is a molecular structure, C10H16HfNO7P2SSb at a distorted geometry from OMol25. Energies are from ωB97M-V/def2-TZVPD.

Geometry as XYZ:
```
39
C10H16HfNO7P2SSb ωB97M-V/def2-TZVPD
Hf -0.19963 -0.04263 -0.08887
O 2.39928 -1.74898 1.83358
P 2.67154 -0.38901 1.02343
O 4.05282 0.08106 0.80660
O 1.72567 -0.58438 -0.30614
O 1.87249 0.85150 1.74950
P 0.49253 0.83269 2.64619
O -0.32082 2.02399 1.86321
O 0.45593 0.57563 4.09512
O -0.25019 -0.35327 1.90751
H 1.48160 -2.10744 1.70408
H -0.64679 2.84117 2.29040
S -2.72573 -0.36494 -0.89104
C -1.93761 0.94986 -1.59035
N -0.77280 1.53716 -1.59517
C -0.43150 2.94685 -1.54871
C -1.43451 3.92997 -1.52458
C -1.26548 5.00039 -0.67853
C -0.07618 5.24281 0.01853
C 0.98036 4.41477 -0.28885
C 0.83164 3.29100 -1.08907
H -2.39257 3.80319 -2.03334
H -2.09048 5.68088 -0.43746
H -0.02046 6.04302 0.76869
H 1.96342 4.61114 0.14099
H 1.67675 2.60286 -1.20669
C 1.37007 -4.03367 -1.11963
Sb -0.51310 -3.02696 -0.64156
C -0.86161 -3.74987 1.39121
C -1.87168 -4.04592 -2.01578
H 1.10142 -5.02017 -1.50166
H 1.95558 -4.12468 -0.20429
H 1.89694 -3.42619 -1.86877
H -1.81711 -4.28398 1.34320
H -0.98454 -2.90600 2.06328
H -0.07032 -4.44649 1.70069
H -1.67805 -5.12255 -1.99225
H -1.68288 -3.65581 -3.03584
H -2.88402 -3.82697 -1.68762
```

As for the net charge: -1. The calculation puts the calculated total energy at -2341.5055 a.u. The expectation value of S² is 0.756. As for the multiplicity: 2. For the LUMO energy (spin up / spin down), the calculation gives 2.78 / 2.71 eV. The orbital gap (spin up / spin down) comes out at 4.14 / 5.26 eV. As for the HOMO energy (spin up / spin down): -1.4 / -2.5 eV.